Entry 1:
32 unconnected molecules or ions with the total composition C7H79N2O31S at a distorted geometry, computed with wB97M-V/def2-TZVPD.

```
120
Properties=species:S:1:pos:R:3:forces:R:3:lowdin_charge:R:1
C -0.66708 4.08930 0.47723 -0.1 -0.6 0.0 -0.10
N -1.41187 2.82544 0.30639 -0.1 0.5 0.4 -0.08
C -0.89969 1.75085 1.14730 -0.3 -0.1 -0.5 -0.26
C 0.18616 0.97513 0.38536 -0.3 -0.3 0.5 -0.27
C -0.54824 0.27571 -0.77856 0.4 0.9 -0.3 -0.06
N 0.08697 -0.99484 -1.25910 -0.6 -0.5 0.0 0.08
C 0.53241 -1.88021 -0.15711 0.9 -0.5 0.6 -0.15
C 1.63177 -1.12671 0.57298 -0.4 0.4 -0.2 -0.20
C 1.02094 0.05530 1.32003 0.2 0.6 0.3 -0.55
S 0.15204 -0.66097 2.76032 -0.2 -0.6 -0.1 0.86
H 0.25610 4.04154 -0.10002 0.1 0.2 0.1 0.07
H -1.28709 4.90999 0.13529 0.1 0.1 -0.2 0.07
H -0.42651 4.27170 1.52987 0.1 0.1 0.0 0.08
H -2.36159 3.02791 0.59909 -0.1 -0.1 -0.1 0.10
H -0.54188 2.10142 2.12023 0.2 0.1 0.0 0.11
H -1.72522 1.05984 1.33080 0.0 0.0 0.2 0.10
H 0.85930 1.73485 -0.01544 0.2 -0.2 -0.2 0.14
H -0.55923 0.94324 -1.63775 -0.1 0.0 0.0 0.14
H -1.59136 0.10601 -0.52231 0.0 -0.5 0.0 0.12
H 0.89825 -0.82193 -1.85615 0.0 0.1 0.0 0.18
H -0.58038 -1.50373 -1.84154 0.0 0.1 -0.1 0.19
H -0.28945 -2.09874 0.52390 -0.3 0.2 -0.2 0.11
H 0.90950 -2.81333 -0.56726 -0.1 0.1 -0.3 0.11
H 2.19846 -1.78794 1.22183 0.0 0.0 0.1 0.11
H 2.31498 -0.70320 -0.16992 0.2 -0.2 0.0 0.14
H 1.84045 0.66269 1.70111 0.0 0.0 0.2 0.12
H -0.22908 0.40496 3.46896 0.1 0.2 -0.1 -0.10
O -3.11676 6.21210 1.31317 0.2 -0.2 -0.1 -0.05
H -3.36267 5.96465 0.40966 -0.3 0.0 0.0 0.01
H -2.56876 6.99709 1.20922 -0.1 0.1 0.1 0.07
O 2.02141 -3.53409 -2.41330 0.1 0.4 0.0 -0.08
H 2.46076 -4.31297 -2.03180 -0.1 -0.1 -0.2 0.01
H 1.95275 -3.76158 -3.34943 -0.2 -0.1 -0.1 0.01
O 1.42040 -4.28257 2.38662 -0.1 0.2 -0.3 -0.04
H 1.08422 -3.38079 2.40153 0.0 0.0 0.3 -0.01
H 2.27192 -4.23916 2.83618 -0.1 -0.1 0.1 0.07
O 4.54299 -4.87622 -3.30917 0.3 0.1 0.0 -0.05
H 4.17707 -4.08402 -3.72344 -0.1 0.0 0.0 0.03
H 5.27440 -4.54406 -2.77608 0.0 0.0 0.0 0.08
O 2.31601 -6.24292 -1.76740 -0.1 0.1 0.5 -0.06
H 1.83775 -6.31428 -0.93416 0.0 -0.1 0.0 0.06
H 2.47206 -7.15565 -2.03592 0.0 0.0 -0.1 0.04
O -2.80823 4.13341 3.53917 0.1 -0.1 -0.2 -0.04
H -2.81046 4.89141 2.93383 -0.1 0.1 -0.1 0.02
H -1.94855 4.17596 3.97219 -0.1 0.0 0.1 0.05
O 0.12570 4.95927 -2.93837 0.1 -0.2 0.0 -0.06
H -0.20865 4.26911 -2.35667 -0.1 0.0 0.0 0.02
H 1.07737 4.78963 -3.00903 0.1 0.3 -0.1 0.01
O 1.38340 -7.64302 -4.06229 0.0 -0.1 -0.2 -0.04
H 1.64253 -6.74035 -4.27888 0.0 0.0 0.1 0.04
H 0.42374 -7.63938 -4.13198 0.0 -0.1 0.0 0.06
O -5.64910 4.05752 1.70841 0.3 -0.1 -0.2 -0.04
H -5.12742 3.62068 2.39030 -0.2 0.0 0.2 0.00
H -5.13314 4.83843 1.48144 -0.1 0.1 0.0 0.00
O 0.80741 -3.78017 -5.28641 0.0 -0.1 0.3 -0.06
H 0.59359 -2.87483 -5.04687 0.0 0.0 -0.2 0.03
H 0.29946 -3.95489 -6.09493 0.1 0.1 -0.1 0.00
O -4.20303 1.31192 2.97938 0.0 0.0 -0.3 -0.05
H -4.43339 1.06867 2.07431 0.0 -0.1 0.0 0.04
H -3.66278 2.10864 2.88736 0.0 0.1 0.3 -0.01
O -7.24873 1.17775 4.12232 0.0 -0.1 0.0 -0.06
H -6.37561 1.11736 3.71788 0.1 0.1 0.1 -0.01
H -7.83632 0.70378 3.52714 0.0 0.0 0.0 0.03
O 2.30983 -1.12318 5.58243 -0.2 0.0 0.1 -0.08
H 2.14440 -0.19078 5.77218 0.2 0.0 -0.1 0.00
H 1.71738 -1.30265 4.84699 0.0 -0.1 -0.1 -0.05
O 4.47229 -3.67342 -5.88677 0.1 -0.2 0.1 -0.06
H 4.85929 -4.46898 -5.49986 0.1 0.0 -0.1 0.02
H 4.43356 -3.86735 -6.82829 -0.1 0.1 0.0 0.05
O 3.02597 1.74168 5.14414 0.1 -0.1 -0.1 -0.06
H 3.02229 2.45408 4.49493 -0.2 0.2 0.2 0.02
H 3.92132 1.73506 5.49688 0.0 -0.1 0.0 0.05
O -3.90540 -1.24967 0.15750 0.1 0.0 0.0 -0.05
H -4.31431 -1.95984 0.66603 -0.1 0.1 0.0 0.06
H -2.99477 -1.53713 0.05480 0.0 -0.1 0.1 0.00
O -0.26070 -4.35366 -7.91868 0.1 -0.2 0.1 -0.04
H -0.14542 -3.94971 -8.78470 0.0 0.1 0.0 0.06
H 0.14840 -5.22277 -7.99773 -0.1 0.0 -0.1 0.06
O -4.72043 5.44357 -1.19424 0.2 -0.1 0.0 -0.05
H -4.19624 5.59620 -1.98957 -0.1 0.2 0.0 0.05
H -5.45022 4.88423 -1.48014 0.0 -0.1 0.2 0.06
O -4.13565 4.95232 6.44036 0.0 0.0 0.0 -0.05
H -3.66550 4.23046 6.86406 -0.1 -0.1 0.0 0.02
H -4.18021 4.68537 5.51527 0.0 0.0 -0.1 0.01
O 1.60634 4.30576 4.82454 -0.2 0.0 -0.3 -0.07
H 0.97059 3.96089 5.46036 0.1 0.0 0.1 0.03
H 1.59735 5.25864 4.98282 0.1 0.0 0.2 0.02
O -4.96741 8.12714 -2.39495 0.2 0.0 0.0 -0.08
H -5.62280 7.67343 -1.85615 0.1 0.0 0.1 0.02
H -5.09312 9.06238 -2.18638 -0.2 0.0 -0.1 0.00
O 3.30364 -10.30189 -3.76577 0.2 0.0 0.4 -0.05
H 2.69844 -9.55276 -3.81476 -0.2 0.0 -0.1 0.01
H 4.09706 -9.90685 -3.38203 0.1 0.3 -0.4 0.01
O -1.17816 -5.92610 2.56244 -0.1 0.2 -0.1 -0.06
H -1.46517 -6.06371 1.65564 0.0 -0.1 0.0 0.03
H -0.46344 -5.27987 2.51357 0.2 -0.2 0.1 -0.02
O 0.16858 3.51027 -5.59380 0.0 0.1 0.0 -0.08
H 0.17647 3.91067 -6.46806 0.0 0.0 0.0 0.03
H -0.02831 4.23757 -4.98724 0.0 -0.1 0.1 0.00
O 2.90623 5.61181 -3.63453 0.1 -0.1 0.1 -0.04
H 2.95177 6.30905 -4.29629 -0.1 0.0 0.0 0.05
H 3.76234 5.63468 -3.19631 0.0 0.0 0.0 0.05
O 5.29514 -7.76701 -3.23575 -0.1 0.0 0.0 -0.04
H 4.98703 -6.85089 -3.28090 0.0 0.0 0.0 -0.01
H 6.14139 -7.72688 -2.78149 0.0 0.0 0.0 0.04
O 4.44323 -11.35752 -1.06201 0.2 0.1 0.0 -0.04
H 4.12733 -11.09628 -1.93613 -0.3 -0.2 0.0 0.01
H 5.01061 -12.11986 -1.21377 0.0 0.0 0.0 0.06
O -1.08272 5.00911 7.39178 0.2 -0.1 0.0 -0.06
H -1.70771 4.54660 7.95678 0.0 0.0 0.1 0.03
H -1.21916 5.93785 7.60545 -0.1 0.0 -0.1 0.05
O 2.42748 6.35826 6.87099 0.0 0.0 -0.1 -0.05
H 2.12446 5.70913 7.51452 0.0 0.0 0.0 0.04
H 3.36051 6.15674 6.74679 0.0 0.0 0.0 0.05
O 5.90738 -9.26481 0.40147 -0.1 0.1 0.0 -0.07
H 6.45516 -9.10309 -0.37084 0.0 -0.1 0.0 0.01
H 5.27692 -9.93673 0.10139 0.0 -0.1 -0.1 -0.01
O -6.58560 10.50647 -2.35991 0.0 0.1 0.0 -0.05
H -6.82643 11.40571 -2.11624 0.0 0.0 0.0 0.05
H -7.10127 10.31752 -3.15036 0.0 -0.1 0.0 0.05
```
Positions in Å, forces in eV/Å.

## Properties
F_max = 1.21 eV/Å
gap between HOMO and LUMO = 0.3400 Ha
total charge = +1
LUMO energy = -0.10758 Ha
energy = -3153.99290 Eh


Entry 2:
A single C3H4BNO2 molecule at a distorted geometry, computed with wB97M-V/def2-TZVPD.

```
11
Properties=species:S:1:pos:R:3:forces:R:3:lowdin_charge:R:1
C -1.15080 -1.50992 0.32968 0.7 4.3 6.4 0.22
C -0.59478 0.05761 1.11900 -2.7 -7.8 -3.4 0.02
C -1.01775 0.10907 2.42380 -0.2 0.8 0.6 -0.28
N -1.45943 0.24455 3.48214 0.0 -0.2 0.4 0.17
B 0.49927 0.76906 0.36690 0.9 1.4 0.7 -0.72
O 1.00531 1.74924 1.18329 -1.4 -1.1 0.9 0.19
O 1.00831 0.53565 -0.87225 -0.4 -0.4 -0.4 0.18
H -1.64615 -2.38896 0.84937 0.7 1.6 -0.7 0.07
H -0.94112 -1.38061 -0.64003 0.6 -0.3 -3.6 -0.04
H 1.60691 2.29212 0.75638 2.0 1.8 -1.0 0.06
H 1.68762 1.15917 -1.15495 -0.2 -0.2 0.1 0.11
```
Positions in Å, forces in eV/Å.

## Properties
F_max = 8.89 eV/Å
gap between HOMO and LUMO (spin up / spin down) = 0.2946 / 0.3310 Ha
LUMO energy (spin up / spin down) = -0.05487 / -0.01774 Ha
energy = -346.74851 Eh
relative energy (zero: lowest compared OMol25 entry of this formula, charge and spin) = 71.0 kcal per mole
SMILES = C=C(C#N)B(O)O